# C3H7NO2S2

A 2-piece molecular cluster, C3H7NO2S2 overall in a non-equilibrium geometry (wB97M-V/def2-TZVPD, OMol25).

Geometry as XYZ:
```
15
C3H7NO2S2 wB97M-V/def2-TZVPD
C 3.17 -0.33 1.80
C -2.95 0.03 -2.25
C 0.71 0.02 0.86
N -0.35 0.59 0.31
O -1.43 0.13 0.67
O -0.20 1.53 -0.45
S 2.25 0.43 0.33
S -2.23 -1.30 -3.06
H 2.44 -0.20 2.60
H 4.08 0.27 2.05
H 3.35 -1.30 1.74
H -2.16 0.68 -1.82
H -3.56 -0.42 -1.47
H -3.60 0.62 -3.01
H 0.48 -0.77 1.68
```

For the relative energy (zero: lowest compared OMol25 entry of this formula, charge and spin), the calculation gives 6.816 eV. The calculation puts the total energy at -30473.7529 eV. The LUMO energy (alpha / beta) is -1.835 / -1.327 eV. The value obtained for the HOMO-LUMO gap (alpha / beta) is 0.2502 / 0.2546 Ha.

For reference, the natural (NBO) charges in units of e are: C -0.68; C -0.85; C -0.25; N 0.42; O -0.41; O -0.43; S 0.44; S 0.12; H 0.22; H 0.24; H 0.21; H 0.25; H 0.26; H 0.22; H 0.25

# C3H7O2

An isolated ion of composition C3H7O2 and charge -1 in a non-equilibrium geometry (wB97M-V/def2-TZVPD, OMol25).

Geometry as XYZ:
```
12
C3H7O2 wB97M-V/def2-TZVPD
C 0.85 -1.06 1.28
O 1.07 0.02 0.40
H 0.91 -2.12 0.85
H 1.64 -1.02 2.12
H -0.16 -1.24 1.83
O -0.94 -0.71 -1.06
C -0.14 0.23 -0.76
C -0.87 1.52 -0.16
H 0.49 0.54 -1.63
H -0.01 2.10 0.30
H -1.58 1.18 0.59
H -1.36 1.99 -0.95
```

For the relative energy (zero: lowest compared OMol25 entry of this formula, charge and spin), the calculation gives 2.514 eV. The calculation puts the total energy at -7318.4372 eV. Its SMILES is CO[C@H](C)[O-]. The LUMO energy is 4.558 eV. The value obtained for the HOMO-LUMO gap is 0.2735 Ha. Its total charge is -1.

For reference, the natural (NBO) charges in units of e are: C -0.24; O -0.70; H 0.14; H 0.14; H 0.14; O -0.85; C 0.45; C -0.69; H 0.06; H 0.19; H 0.19; H 0.18

# C20H20N2OS

An isolated molecule of C20H20N2OS (wB97M-V/def2-TZVPD, OMol25).

Geometry as XYZ:
```
44
C20H20N2OS wB97M-V/def2-TZVPD
C -5.25 -1.76 1.17
H -6.02 -1.42 0.47
O -4.04 -2.03 0.51
C -3.39 -1.00 -0.10
C -3.86 0.31 -0.17
C -3.10 1.28 -0.80
C -1.88 0.98 -1.38
C -1.43 -0.34 -1.33
C -2.17 -1.32 -0.71
H -1.83 -2.34 -0.67
H -0.48 -0.60 -1.78
C -1.01 2.07 -1.95
H -1.61 2.81 -2.47
H -0.29 1.64 -2.65
C -0.26 2.76 -0.80
N 0.45 1.80 0.01
C -0.05 1.32 1.16
N 0.50 0.19 1.69
C 1.39 -0.70 1.04
C 1.01 -2.01 0.86
C 1.85 -2.91 0.19
C 3.06 -2.50 -0.29
C 3.51 -1.18 -0.07
C 4.78 -0.75 -0.51
C 5.23 0.51 -0.23
C 4.43 1.40 0.51
C 3.18 1.03 0.92
C 2.68 -0.26 0.63
H 2.58 1.70 1.51
H 4.81 2.38 0.75
H 6.21 0.83 -0.57
H 5.40 -1.44 -1.05
H 3.70 -3.18 -0.82
H 1.52 -3.92 0.05
H 0.05 -2.33 1.22
H -0.04 -0.20 2.44
S -1.25 2.06 2.02
H 1.09 1.20 -0.49
H 0.46 3.48 -1.20
H -0.96 3.28 -0.15
H -3.47 2.29 -0.83
H -4.80 0.59 0.28
H -5.12 -1.02 1.97
H -5.57 -2.71 1.61
```

For the relative energy (zero: lowest compared OMol25 entry of this formula, charge and spin), the calculation gives 0.723 eV. The calculation puts the total energy at -36928.2531 eV. Its SMILES is COc1ccc(CCNC(=S)Nc2cccc3ccccc23)cc1. The LUMO energy is 0.188 eV. The value obtained for the HOMO-LUMO gap is 0.2943 Ha.

For reference, the natural (NBO) charges in units of e are: C -0.25; H 0.17; O -0.51; C 0.37; C -0.32; C -0.16; C -0.05; C -0.21; C -0.28; H 0.22; H 0.21; C -0.42; H 0.22; H 0.20; C -0.22; N -0.61; C 0.31; N -0.62; C 0.14; C -0.23; C -0.20; C -0.18; C -0.07; C -0.19; C -0.21; C -0.21; C -0.20; C -0.03; H 0.23; H 0.22; H 0.22; H 0.21; H 0.21; H 0.22; H 0.22; H 0.43; S -0.27; H 0.40; H 0.20; H 0.24; H 0.21; H 0.22; H 0.18; H 0.20

# C5H8O

An isolated ion of composition C5H8O and charge -1 (wB97M-V/def2-TZVPD, OMol25).

Geometry as XYZ:
```
14
C5H8O wB97M-V/def2-TZVPD
C 1.36 1.63 -0.70
C 0.49 0.73 0.12
C -0.21 -0.34 -0.38
O -0.06 -0.63 -1.76
C -1.08 -1.21 0.33
C -1.47 -1.12 1.66
H 0.87 1.93 -1.64
H 1.56 2.55 -0.18
H 2.34 1.21 -0.99
H 0.24 1.05 1.11
H 0.35 -1.50 -1.87
H -1.41 -2.09 -0.22
H -1.15 -0.27 2.26
H -1.82 -1.96 2.25
```

For the relative energy (zero: lowest compared OMol25 entry of this formula, charge and spin), the calculation gives 0.000 eV. The spin multiplicity is 2. The calculation puts the total energy at -7359.9831 eV. The LUMO energy (alpha / beta) is 4.158 / 4.148 eV. The value obtained for the HOMO-LUMO gap (alpha / beta) is 0.1433 / 0.2374 Ha. Its total charge is -1.

For reference, the natural (NBO) charges in units of e are: C -0.62; C -0.45; C 0.21; O -0.75; C -0.37; C -0.66; H 0.18; H 0.18; H 0.17; H 0.18; H 0.46; H 0.16; H 0.16; H 0.16